[1]
DFT (ωB97M-V with the def2-TZVPD basis set) results for a molecular structure, C12H34BFeN2O4.

XYZ file:
```
54
Properties=species:S:1:pos:R:3:forces:R:3:lowdin_charge:R:1
Fe 0.4068 -0.1521 -0.9148 -0.1340 0.2128 1.3032 0.7181
B 1.4842 -0.5773 -2.5899 1.1120 -0.4702 -1.5804 -0.3919
H 0.4864 -0.2217 -2.7956 -3.9723 0.9822 -1.3984 -0.0327
H 2.0119 -0.8917 -3.4770 1.7042 -1.0809 -2.9906 0.0038
H 1.9197 0.2941 -2.1260 2.2936 3.3205 1.4442 -0.0310
H 1.4769 -1.3341 -1.8209 0.0925 -3.4083 2.4365 -0.0162
C 0.3467 2.5302 -2.8019 1.7701 0.8912 -0.7799 -0.0963
O 0.0765 1.9049 -1.5791 -1.0137 0.3648 0.2172 -0.2595
C -1.3004 2.0542 -1.3648 -2.1885 0.8688 2.0291 -0.2126
C -1.7447 1.7493 0.1152 2.4676 -0.0447 -1.4445 -0.1747
N -1.2059 0.4047 0.4775 -2.5308 0.3613 -1.5981 -0.0661
C -2.3529 -0.5175 0.4035 0.3302 -1.4499 0.9380 -0.1957
C -2.6462 -1.0271 -1.0014 -1.2274 1.1145 0.9480 -0.2393
O -1.4640 -1.1137 -1.7224 -0.1651 -0.9377 -0.3598 -0.2548
C -1.7450 -1.8234 -2.9189 0.5309 -0.4329 -0.2486 -0.0566
H 1.4267 2.5174 -2.9489 -0.0393 -0.4997 -0.1796 0.1025
H 0.1350 3.5987 -2.7616 -0.4804 0.0704 0.2539 0.0963
H -0.1619 2.1117 -3.6703 -0.0901 -0.3717 0.1729 0.1093
H -1.9078 1.4629 -2.0500 0.2560 -0.4208 -0.1843 0.1209
H -1.6124 3.0815 -1.5530 0.1955 0.3285 -0.0767 0.1162
H -2.8165 1.9239 0.2092 -0.0152 -0.4440 0.0983 0.1009
H -1.2308 2.3596 0.8579 -0.2082 0.9627 -0.3786 0.0731
H -0.8881 0.5006 1.4314 0.1115 -0.5436 0.5115 0.0461
H -3.2363 -0.1417 0.9199 -0.2126 0.5661 -0.4810 0.0998
H -2.1714 -1.3753 1.0510 0.6270 -0.3369 -0.1173 0.0974
H -3.3527 -0.3828 -1.5247 0.0297 0.6246 -0.1962 0.1193
H -3.2242 -1.9509 -0.9745 0.4297 -0.5545 0.2757 0.1240
H -2.5310 -1.3124 -3.4749 0.1915 0.2180 -0.2877 0.1021
H -2.1290 -2.8177 -2.6909 -0.0192 -0.1410 0.2166 0.0954
H -0.8138 -1.9565 -3.4697 -0.1945 0.3514 -0.1017 0.0959
C -0.5479 -0.0213 3.9784 -0.3245 1.0184 -0.1058 -0.1682
O 0.0874 0.2419 2.7091 1.1686 -0.2533 1.1390 -0.2993
C 1.1118 1.2687 2.7604 -0.7237 -0.2639 -1.5497 -0.2267
C 1.6555 1.6858 1.3527 -1.4331 -0.6051 0.7803 -0.1792
N 2.0581 0.6757 0.3216 1.4880 0.3727 2.5129 -0.0621
C 2.9076 -0.4362 0.8619 -0.3014 0.2434 -1.3034 -0.1600
C 2.0585 -1.5839 1.2986 1.4231 -0.6647 0.8093 -0.2370
O 1.0259 -1.8725 0.3809 -0.2924 -0.6853 1.2333 -0.2238
C 0.2998 -2.9791 0.9091 -1.1782 -0.5851 -0.5934 -0.0897
H -0.2648 -0.9335 4.5036 0.4421 -0.2353 -0.4835 0.0740
H -1.6227 -0.0278 3.7974 -0.0768 -0.2041 -0.0514 0.0581
H -0.3780 0.8141 4.6576 0.0935 0.0880 0.0506 0.0717
H 1.9198 1.0520 3.4592 -0.1206 -0.3052 0.0751 0.1110
H 0.5835 2.1839 3.0277 0.1675 0.3053 0.6563 0.0770
H 2.3914 2.4132 1.6951 0.6748 -0.0497 -0.6527 0.1101
H 0.8666 2.2449 0.8495 0.0664 0.2583 0.1831 0.0781
H 2.7588 1.1700 -0.2121 -0.3756 0.3604 -0.8146 0.1107
H 3.6742 -0.1996 1.5999 -0.4371 0.4730 0.4931 0.1256
H 3.5219 -0.7136 0.0053 -0.1867 -0.4316 -0.2299 0.1248
H 1.7362 -1.5076 2.3371 -0.7220 0.4793 -0.1486 0.1160
H 2.7364 -2.4351 1.3618 0.1170 -0.4303 -0.2875 0.1277
H 0.8953 -3.8455 1.1968 0.6378 0.2585 -0.1145 0.0945
H -0.3843 -3.3470 0.1443 0.0580 0.2223 -0.2235 0.0924
H -0.3265 -2.7451 1.7699 0.1845 0.5328 0.1836 0.0805
```
Forces are in eV/Å.

The electronic energy comes out at -2176.32497 a.u. Its spin multiplicity is 6. For the HOMO-LUMO gap (spin up / spin down), the calculation gives 2.31 / 9.03 eV.

=====

[2]
DFT (ωB97M-V with the def2-TZVPD basis set) results for a molecular structure, C12H34Br2O13P3Pb.

XYZ file:
```
65
Properties=species:S:1:pos:R:3:forces:R:3:lowdin_charge:R:1
Pb -0.0256 1.2680 0.4038 0.8986 -2.1934 -1.7870 1.6136
C 2.0337 -1.2096 -1.4167 0.1919 -0.1357 -0.3904 -0.2923
O 1.4376 -0.3345 -0.5355 -1.3927 2.0412 1.7416 -0.5380
H 2.1161 -2.2293 -1.0239 -0.4090 -0.0788 0.0699 0.0447
H 1.5000 -1.2435 -2.3739 0.0485 -0.2041 -0.1059 0.0553
H 3.0813 -0.9556 -1.6232 0.0212 0.3346 -0.1007 0.0691
Br 5.5115 -2.5196 0.4689 -0.0563 0.4018 -0.1410 0.6304
C 4.7287 -4.2405 0.8818 0.5409 -0.0668 0.6531 -0.7116
C 3.2836 -4.2868 0.5235 -0.1793 0.4387 -1.5123 -0.7652
Br 2.4680 -5.9224 1.1098 -0.1543 -0.1226 0.3063 0.6611
H 4.8931 -4.3686 1.9492 0.0506 -0.1799 -0.0990 0.0525
H 5.3183 -4.9393 0.2951 -0.1289 -0.1917 0.2450 0.0581
H 3.2224 -4.3223 -0.5649 -0.1123 -0.0296 0.0185 0.0494
H 2.7082 -3.4054 0.7986 0.0192 -0.2325 0.6029 0.0431
C -4.5231 -2.2346 1.3584 -0.3210 -0.6228 0.0809 -0.1040
O -3.4600 -1.3399 1.0585 0.5104 0.9844 -1.4184 -0.2275
P -3.3546 -0.7516 -0.4430 -0.9111 -1.7168 1.0937 0.4592
O -2.2436 0.2086 -0.5592 0.3370 0.5999 0.1610 -0.3564
O -3.1364 -2.1056 -1.2867 -0.4849 1.9283 0.4480 -0.2011
C -2.3479 -2.0911 -2.4976 -0.5826 -0.3848 -0.7255 -0.0646
O -4.8466 -0.1844 -0.7580 2.2364 -0.9191 -0.1515 -0.2156
C -5.4735 0.6868 0.1920 -1.0836 0.6203 -0.7829 -0.0840
H -5.1675 -2.4162 0.4970 -0.2003 0.3248 0.1038 0.0913
H -5.0572 -1.8000 2.2019 -0.2015 -0.2677 -0.0861 0.0955
H -4.1253 -3.2203 1.6029 0.1909 0.1794 0.2521 0.0953
H -1.2881 -2.2118 -2.2875 -0.0816 0.0033 0.1511 0.0896
H -2.5268 -1.2228 -3.1320 0.0563 0.3072 0.4105 0.0920
H -2.7541 -2.9202 -3.0747 0.3866 -0.2046 0.0888 0.0949
H -6.1163 1.3416 -0.3988 0.0875 -0.0255 -0.1150 0.0959
H -4.8016 1.3646 0.7154 0.2164 -0.5135 0.3110 0.0955
H -6.1715 0.0998 0.7867 0.4690 0.0389 0.5109 0.0918
C -0.8242 4.6366 -5.1450 0.7241 0.2007 -0.6454 -0.0673
O -0.9624 3.9403 -3.8915 -0.3819 -0.9231 0.0321 -0.1913
P 0.2732 3.3823 -3.1088 0.9856 2.5346 -0.9704 0.4469
O 0.0244 2.8237 -1.7620 -0.1256 -0.4080 -0.3618 -0.3932
O 1.0324 2.4677 -4.1820 -0.2508 0.6973 1.1194 -0.1950
C 1.7851 1.3634 -3.6240 -0.5542 -0.7157 -0.4015 -0.0725
O 1.1118 4.7999 -3.0124 -0.8709 -1.7012 -0.3147 -0.2085
C 2.0921 5.0013 -2.0372 1.4576 -0.4352 1.2161 -0.1299
H -1.1128 4.0908 -6.0444 -0.6029 -0.6384 0.5779 0.0940
H 0.2312 4.8168 -5.3484 -0.0490 0.5899 0.3178 0.0843
H -1.4228 5.5404 -5.0838 0.2374 0.0666 0.0972 0.0985
H 1.1459 0.4948 -3.7874 0.1198 -0.1030 0.4656 0.0866
H 1.9569 1.5457 -2.5666 0.2742 -0.3950 -0.0418 0.0653
H 2.6889 1.1606 -4.1945 0.0916 0.6014 0.0488 0.1011
H 2.0873 6.0293 -1.6802 -0.2311 -0.0090 -0.1826 0.0951
H 3.1121 4.7562 -2.3505 -0.1207 0.2887 -0.7486 0.0922
H 2.0126 4.3296 -1.1762 -0.6963 0.1554 0.0961 0.0721
C -1.2237 -2.3653 4.4892 -0.8952 -0.4669 -0.8964 -0.0624
O 0.1160 -2.0328 4.1557 0.9020 0.5628 -0.3590 -0.1718
P 0.5559 -0.6435 3.5931 0.9100 -0.0497 0.6093 0.3943
O -0.1172 -0.1733 2.3544 -0.3639 0.3826 0.0571 -0.4211
O 0.3762 0.3246 4.8469 0.0193 -0.3715 -1.0841 -0.1964
C 0.1512 1.7403 4.7127 -0.0153 -0.3483 -0.2401 -0.0675
O 2.1047 -0.8380 3.3751 -0.6165 -0.9668 1.2226 -0.1876
C 2.9577 0.1740 2.8783 -0.9293 1.1691 -1.1589 -0.0756
H -1.7344 -1.5825 5.0479 0.3036 -0.1847 0.4593 0.0968
H -1.1836 -3.3509 4.9456 -0.0099 0.3444 0.5464 0.1019
H -1.8088 -2.5164 3.5779 0.1548 0.1758 -0.1646 0.0836
H 1.0485 2.2426 5.0679 -0.3883 0.1707 0.5762 0.0969
H -0.7877 1.8846 5.2408 0.3432 0.7286 0.2486 0.1010
H 0.0282 2.0756 3.6805 -0.1672 -0.3675 -0.1225 0.0601
H 4.0037 -0.0406 3.0697 -0.1641 -0.3796 -0.1485 0.1013
H 2.7301 1.1731 3.2662 0.0010 -0.1718 0.6071 0.0856
H 2.6685 0.2552 1.8252 0.9470 -0.1459 -0.2902 0.0643
```
Forces are in eV/Å.

The electronic energy comes out at -7820.72930 a.u. The value obtained for the energy relative to the best compared isomer or geometry (same formula, charge and spin) is 0.000 eV. The charge is +1. Its spin multiplicity is 1. For the HOMO-LUMO gap, the calculation gives 8.17 eV.

=====

[3]
DFT (ωB97M-V with the def2-TZVPD basis set) results for 5 unconnected molecules or ions with the total composition C12H34Br3O13P3S.

XYZ file:
```
66
Properties=species:S:1:pos:R:3:forces:R:3:lowdin_charge:R:1
C -3.9663 1.0731 5.2393 -0.6725 0.5988 0.8471 -0.1262
O -3.4919 0.7765 3.9672 1.8233 -1.4313 -1.9207 -0.2289
P -2.5905 -0.5176 3.5394 -1.4183 0.0785 -1.7704 0.4318
O -3.2115 -1.8136 3.8263 0.3712 0.4581 0.5839 -0.2299
O -2.4043 -0.3011 1.9261 -0.5029 0.4116 1.1345 -0.2694
C -3.4307 -0.6606 0.9497 -0.3301 -0.0731 0.8693 -0.0681
O -1.1223 -0.3324 4.1083 -0.9521 0.1947 0.1075 -0.1875
C -0.2954 0.7575 3.7731 1.3096 1.2102 -1.0159 -0.1224
H -3.5868 0.4522 6.0508 0.1989 -0.0933 -0.1638 0.0938
H -5.0534 0.9951 5.2227 -0.0275 -0.1004 0.1094 0.0900
H -3.7154 2.1210 5.4037 0.0182 -0.0356 0.3672 0.0882
H -4.0155 0.1973 0.6180 0.8812 0.5328 -0.3633 0.0770
H -4.2562 -1.2426 1.3595 0.5508 -0.6631 0.5031 0.0830
H -2.9181 -1.2263 0.1717 -0.1908 0.3022 -0.0727 0.0914
H 0.0822 1.3508 4.6059 -0.1063 -0.7585 0.6019 0.0920
H -0.6845 1.5518 3.1361 -1.0276 -0.3644 -0.2142 0.0845
H 0.5401 0.3820 3.1824 0.1628 -0.1868 0.3030 0.0639
C -0.3190 5.1244 0.7731 0.8294 1.3121 0.4274 -0.1437
O -1.1691 4.0650 0.4489 -1.7360 -1.1793 -1.7968 -0.2438
P -2.0591 4.0147 -0.9258 0.0859 0.2424 0.0799 0.5007
O -1.3318 4.4503 -2.1463 -0.9742 -0.1768 1.4270 -0.2434
O -3.4666 4.8427 -0.6073 1.7637 -1.7936 -0.1330 -0.2278
C -3.4282 6.2501 -0.5763 -0.8047 1.1555 -0.4346 -0.1328
O -2.5470 2.4695 -0.9031 0.9498 1.7949 0.2975 -0.2875
C -3.5198 2.0567 -1.8564 -1.0444 -0.4363 -0.0555 -0.1411
H -0.2811 5.9676 0.0833 -0.5167 -0.1716 -0.4193 0.0871
H 0.7246 4.8148 0.8294 -0.1408 -0.4625 0.1924 0.0592
H -0.6520 5.5222 1.7317 0.1727 -0.0516 0.0963 0.0922
H -2.5667 6.6564 -1.1063 0.1066 0.0168 0.2697 0.0856
H -3.5913 6.6717 0.4156 0.7942 -0.4071 0.4009 0.0882
H -4.3168 6.6435 -1.0699 -0.0283 -0.3187 -0.5460 0.0852
H -3.5639 0.9676 -1.8621 0.0989 0.0578 0.4238 0.0690
H -3.3608 2.3094 -2.9048 0.5329 0.6055 0.1976 0.0915
H -4.4670 2.4691 -1.5088 -0.1850 -0.1532 -0.3073 0.0895
C 1.8451 -2.8361 -2.8819 -0.7489 0.3061 0.2326 -0.1102
O 2.7616 -1.9388 -3.4949 2.2209 0.0475 -0.4623 -0.2309
P 4.2464 -1.8076 -2.8951 -0.9109 1.4913 -0.5103 0.4225
O 4.9978 -3.0047 -2.5306 -0.1246 -0.2553 -0.1296 -0.2206
O 3.9368 -0.8275 -1.6808 -0.2989 -0.1868 -1.0013 -0.2133
C 4.5700 -0.9407 -0.4572 1.2909 0.0468 1.6234 -0.1475
O 4.9695 -0.7996 -3.9393 -0.4766 0.1313 2.1429 -0.1826
C 4.9377 -1.0346 -5.2872 -0.4862 -1.0933 -2.9337 -0.1639
H 1.2320 -2.2176 -2.2264 -0.1898 -0.3423 0.0192 0.0200
H 2.3097 -3.6235 -2.2884 0.0915 0.0022 -0.3011 0.0683
H 1.2420 -3.2271 -3.7014 -0.0231 -0.2601 0.3197 0.0992
H 4.9125 0.0453 -0.1432 -0.1813 0.0866 0.0271 0.0874
H 5.4536 -1.5789 -0.4610 0.0339 -0.1172 -0.4048 0.0855
H 3.9337 -1.3552 0.3247 -0.4259 0.1264 -0.1615 0.0637
H 5.8953 -1.2087 -5.7780 0.4729 -0.6053 0.8055 0.0885
H 4.5863 -0.2585 -5.9671 -0.5709 0.9434 0.9488 0.0869
H 4.2487 -1.8526 -5.4979 0.2699 -0.3086 -0.2431 0.0828
C 0.1693 0.7467 -0.3137 1.3132 -0.2712 -1.2482 -1.2892
Br 1.7525 2.0230 -0.1657 -1.3889 -1.1496 -0.2257 0.5482
Br 0.6808 -1.0441 0.3940 -0.5577 1.4391 -0.5044 0.6349
Br -0.4021 0.5422 -2.3227 0.7166 0.2248 2.3497 0.5641
H -0.6191 1.1935 0.2920 -0.0822 -0.2862 -0.3928 -0.0455
C 2.3350 -4.2893 0.9079 -0.4696 0.6764 -0.7107 -0.2587
S 0.6166 -4.9120 0.5419 0.9677 -0.5453 -1.4345 0.8477
O 0.2959 -4.4562 -0.8776 0.5260 -0.6271 1.7480 -0.5774
C 1.1553 -6.6889 0.4841 0.5049 -0.1039 -0.7057 -0.2582
H 2.1733 -3.2123 0.9529 0.1363 0.0326 0.6302 -0.0445
H 3.0106 -4.3716 0.0565 -0.2970 -0.5929 -0.3467 0.0526
H 2.8552 -4.6961 1.7751 -0.5589 0.0183 0.1937 0.0601
H 0.6655 -7.3060 -0.2691 -0.9502 0.4251 0.2278 0.0502
H 1.0977 -7.1680 1.4615 -0.0936 0.2386 0.0178 0.0471
H 2.1709 -6.7536 0.0936 0.2984 0.3940 0.4040 0.0420
```
Forces are in eV/Å.

The electronic energy comes out at -10600.19004 a.u. Its spin multiplicity is 1. For the HOMO-LUMO gap, the calculation gives 8.65 eV.